The following is a quantum chemistry calculation of C2H6N2O in the gas phase in a non-equilibrium geometry, from the Open Molecules 2025 dataset.

Bonds (Å) are listed after each position.
CARTESIAN COORDINATES (ANGSTROEM)
1 O 1.5837 -1.0213 0.1646  N2 1.342, H10 1.026
2 N 1.6614 0.2067 -0.3723  O1 1.342, C4 1.351
3 N -0.9719 -0.9034 -0.2575  C5 1.472, H8 1.116, H11 1.180
4 C 0.6264 1.0442 -0.1421  N2 1.351, C5 1.453, H7 1.060
5 C -0.6134 0.4178 0.2831  N3 1.472, C4 1.453, H6 1.075, H9 1.138
6 H -1.5341 0.9606 0.1678  C5 1.075
7 H 0.6734 2.0658 -0.4202  C4 1.060
8 H 0.0641 -1.1257 -0.6067  N3 1.116
9 H -0.6432 0.3054 1.4156  C5 1.138
10 H 0.8911 -0.9781 0.9205  O1 1.026
11 H -1.7375 -0.9719 -1.1529  N3 1.180

- SMILES string: NC/C=N\O
- Total energy: -7194.8340 eV
- E_HOMO: -9.525 eV
- E_LUMO: 0.9 eV
- Charge: 0

Formally, the Mulliken partial charges of the atoms, in units of the elementary charge, are as follows: -0.3532, -0.3486, -0.6074, 0.2135, -0.9261, 0.3916, 0.3896, 0.3367, 0.2723, 0.3762, 0.2554